[1]
Below is C4H6N2 in the gas phase at a distorted geometry, with properties calculated with the ωB97M-V functional and the def2-TZVPD basis.

Cartesian coordinates (Å):
C: -1.7780 0.7482 -0.0022
C: -0.4504 1.0683 -0.0002
C: -0.7792 -1.1367 -0.0006
C: 1.6719 -0.2759 -0.0068
N: -1.9483 -0.6003 -0.0009
N: 0.2557 -0.0891 0.0026
H: -2.6300 1.3984 0.0016
H: 0.0266 2.0290 0.0037
H: -0.5101 -2.1678 0.0210
H: 1.9380 -1.1565 0.5811
H: 2.0458 -0.4156 -1.0270
H: 2.1581 0.5979 0.4276

Results
- Energy above the lowest of the compared OMol25 structures with the same formula, charge and spin: 0.433 eV
- LUMO energy (spin up / spin down): 1.005 / -1.852 eV
- ⟨S²⟩: 2.0165
- Electronic energy: -7220.6616 eV
- 2S+1: 3

[2]
Below is a molecular structure, C15H17Cl3F5GeInN5OTe, with properties calculated with the ωB97M-V functional and the def2-TZVPD basis.

Cartesian coordinates (Å):
In: -0.1597 -0.1040 0.4713
N: -4.9304 4.0230 -0.4975
C: -3.9555 3.1204 -0.1995
C: -3.0357 3.3599 0.8285
C: -2.0676 2.4252 1.0883
N: -1.9670 1.2683 0.4192
C: -2.8561 1.0278 -0.5561
C: -3.8525 1.9082 -0.8923
H: -4.8574 4.9550 -0.1309
H: -5.4366 3.9250 -1.3591
H: -3.0616 4.2812 1.3940
H: -1.3102 2.6133 1.8379
H: -2.7496 0.0827 -1.0744
H: -4.5373 1.6666 -1.6937
C: 5.8515 -0.5480 -2.1952
N: 4.9133 0.1014 -1.2879
C: 5.0446 0.2169 0.0788
C: 3.9657 0.9033 0.5204
N: 3.1818 1.1966 -0.5715
C: 3.7701 0.6880 -1.6393
H: 6.7221 -0.8495 -1.6201
H: 6.1601 0.1531 -2.9678
H: 5.3901 -1.4250 -2.6388
H: 5.8830 -0.2030 0.6036
H: 3.6871 1.2087 1.5116
H: 3.3947 0.7557 -2.6451
N: -1.3656 -1.6881 -0.1424
C: -1.8614 -2.5423 0.7466
C: -2.6115 -3.6581 0.2582
C: -3.1465 -4.5938 1.1105
C: -2.9704 -4.4695 2.4890
C: -2.2453 -3.3945 3.0097
C: -1.7016 -2.4573 2.1659
H: -2.7266 -3.7421 -0.8143
H: -3.6984 -5.4350 0.7119
H: -3.3865 -5.2120 3.1568
H: -2.1051 -3.3063 4.0790
H: -1.1244 -1.6362 2.5835
F: 0.9007 0.5791 -1.3210
Te: 1.4323 2.4721 -0.5178
F: 2.8950 3.4481 0.1872
F: -0.2437 2.5851 -1.4151
F: 2.0764 2.9480 -2.1911
F: 0.6913 4.1323 0.0116
O: 0.8841 1.6438 1.0386
Cl: 1.7015 -1.5888 1.1501
Ge: 1.1397 -2.9007 -1.2143
Cl: 0.9021 -4.8576 -0.1947
Cl: 3.3769 -3.0770 -1.6723

Results
- Energy above the lowest of the compared OMol25 structures with the same formula, charge and spin: 1.634 eV
- LUMO energy (spin up / spin down): -0.759 / -1.237 eV
- ⟨S²⟩: 0.8000
- Electronic energy: -145469.9945 eV
- 2S+1: 2

[3]
Below is a molecular structure, C12H24BF4O6Ru, with properties calculated with the ωB97M-V functional and the def2-TZVPD basis.

Cartesian coordinates (Å):
Ru: -0.2435 0.3542 0.0310
C: -2.4357 -0.0597 2.2511
C: -1.3647 -0.8915 2.9155
O: -0.1610 -0.8389 2.1105
C: 1.0183 -0.4564 2.8415
C: 2.1506 -0.7000 1.8944
O: 1.9873 0.1163 0.7113
C: 2.5509 1.4482 0.8423
C: 2.4925 2.0557 -0.5198
O: 1.1023 2.1306 -0.8689
C: 0.8618 2.3842 -2.2620
C: 0.9052 1.0758 -2.9908
O: -0.0533 0.2254 -2.3271
C: -0.0205 -1.1238 -2.8280
C: -1.1276 -1.8464 -2.1437
O: -0.8315 -1.7967 -0.7319
C: -1.8242 -2.4722 0.0693
C: -2.9506 -1.5095 0.3587
O: -2.3961 -0.2721 0.8277
H: -2.2607 1.0012 2.3930
H: -3.4202 -0.3154 2.6448
H: -1.6469 -1.9412 3.0013
H: -1.1729 -0.5029 3.9157
H: 1.1367 -1.0819 3.7280
H: 0.9326 0.5897 3.1445
H: 2.1327 -1.7313 1.5458
H: 3.1151 -0.4975 2.3601
H: 3.5847 1.3753 1.1810
H: 1.9633 2.0289 1.5551
H: 3.0285 1.4295 -1.2366
H: 2.9306 3.0554 -0.5153
H: 1.5925 3.0882 -2.6615
H: -0.1272 2.8311 -2.3236
H: 1.8887 0.6020 -2.9440
H: 0.6216 1.2025 -4.0369
H: 0.9518 -1.5689 -2.6012
H: -0.1766 -1.1318 -3.9081
H: -1.1794 -2.8828 -2.4792
H: -2.0816 -1.3511 -2.3387
H: -1.3135 -2.7949 0.9718
H: -2.1915 -3.3518 -0.4608
H: -3.6326 -1.9322 1.0979
H: -3.5219 -1.2748 -0.5387
F: -2.0739 1.9027 -0.7721
B: -2.1774 3.1206 -0.1816
F: -0.5035 1.8287 1.2553
F: -3.0640 3.2772 0.7567
F: -1.4520 4.0909 -0.6702

Results
- Total charge: +2
- Energy above the lowest of the compared OMol25 structures with the same formula, charge and spin: 0.361 eV
- LUMO energy (spin up / spin down): -4.938 / -8.759 eV
- ⟨S²⟩: 8.7553
- Electronic energy: -39233.0589 eV
- 2S+1: 6